No. 1
{
  "formula": "C2H8N2S",
  "method": "ωB97M-V with the def2-TZVPD basis set",
  "e_above_lowest_kcal_mol": 74.5,
  "total_charge": 0,
  "e_tot_ev": -16015.564,
  "gap_ev": 3.99,
  "species": ["C", "S", "H", "H", "H", "N", "C", "N", "H", "H", "H", "H", "H"],
  "xyz": [[-3.21477, -1.26026, 1.42392], [-2.63147, -0.01340, 0.29413], [-3.92307, -0.92603, 2.06741], [-3.95635, -1.89786, 0.79014], [-2.50802, -1.84198, 1.88720], [0.95222, 0.91031, -0.13004], [1.92311, 0.93536, -1.14154], [3.15149, 0.43184, -1.17963], [1.10110, 0.25642, 0.62219], [0.03539, 1.31278, -0.26943], [1.53616, 1.53625, -2.05012], [3.83490, 0.37703, -2.00191], [3.69933, 0.17954, -0.31231]],
  "atomic_forces_ev_per_a": [[-2.1, -1.1, -4.1], [1.2, 1.1, -0.5], [-1.6, 1.6, 2.6], [1.6, 0.2, 0.8], [1.7, -1.5, 1.0], [4.8, -0.7, -3.0], [-3.8, 1.7, 0.5], [2.2, -0.6, 0.9], [-0.5, 0.1, 0.4], [-0.6, -0.2, 0.0], [1.0, -1.3, 1.4], [-2.2, 0.6, 1.2], [-1.5, 0.2, -1.1]],
  "lowdin_charge": [-0.750, 0.027, -0.059, 0.026, -0.046, 0.179, -0.145, 0.114, 0.105, 0.052, 0.176, 0.168, 0.154]
}

No. 2
{
  "formula": "C4H6N2PS",
  "method": "ωB97M-V with the def2-TZVPD basis set",
  "e_above_lowest_kcal_mol": 12.0,
  "total_charge": 1,
  "e_tot_ev": -27341.052,
  "gap_ev": 7.55,
  "smiles": "CC1=P(=S)N=CC=[NH+]1",
  "species": ["C", "C", "P", "S", "N", "C", "C", "N", "H", "H", "H", "H", "H", "H"],
  "xyz": [[0.79303, 1.35535, 1.10578], [-0.26623, 0.60722, 0.35038], [-2.11373, 0.99934, 0.26190], [-3.03215, 2.07917, 1.46295], [-2.81953, 0.17480, -1.01890], [-2.09803, -0.69394, -1.70459], [-0.74581, -1.04184, -1.36276], [0.00720, -0.24875, -0.56859], [0.47857, 2.31380, 1.52910], [1.25579, 0.59957, 1.86162], [1.58264, 1.54697, 0.27113], [-2.63885, -1.30542, -2.40683], [-0.27027, -1.91245, -1.81061], [0.92976, -0.65058, -0.42866]],
  "atomic_forces_ev_per_a": [[1.8, -1.7, -1.0], [-4.2, 3.2, 0.5], [0.9, -1.0, -1.2], [0.0, 0.2, 0.2], [1.4, 1.5, 1.7], [1.9, -1.0, 1.8], [-2.1, 0.4, -1.8], [1.2, -3.4, 0.0], [-0.1, -0.5, 0.1], [-0.7, 1.7, -1.0], [-1.0, 0.0, 1.7], [0.1, 0.0, -0.5], [0.1, 0.5, 0.0], [0.6, 0.2, -0.5]],
  "lowdin_charge": [-0.037, -0.366, 0.492, 0.403, -0.114, -0.156, -0.043, 0.025, 0.086, 0.136, 0.131, 0.122, 0.136, 0.185]
}

No. 3
{
  "formula": "C21H43GaN2OP3",
  "method": "ωB97M-V with the def2-TZVPD basis set",
  "e_above_lowest_kcal_mol": 17.8,
  "total_charge": 3,
  "e_tot_ev": -107718.508,
  "gap_ev": 5.36,
  "species": ["Ga", "P", "P", "P", "H", "C", "C", "H", "C", "C", "C", "C", "C", "C", "C", "C", "C", "H", "H", "H", "H", "H", "H", "H", "H", "H", "H", "H", "H", "H", "H", "H", "H", "H", "H", "H", "H", "H", "H", "H", "H", "H", "H", "H", "H", "H", "C", "C", "C", "C", "C", "C", "O", "H", "H", "H", "H", "H", "H", "C", "N", "C", "C", "N", "C", "H", "H", "H", "H", "H", "H"],
  "xyz": [[-0.07640, 0.42082, -0.19446], [2.06776, 1.02692, 2.02338], [-0.99498, 2.40732, -0.84475], [1.97080, -0.54114, -1.13149], [-1.53143, -4.10762, 0.92878], [-0.51392, -4.46222, 1.12897], [0.28705, -4.01386, 2.11019], [-0.05505, -3.28311, 2.86269], [1.62067, 1.41315, 3.76175], [2.99585, 2.58068, 1.64810], [3.46071, -0.12006, 2.40146], [-2.46212, 2.14324, -1.90629], [-1.53879, 3.60115, 0.45258], [0.19223, 3.51572, -1.68076], [2.46329, -2.12321, -0.34384], [3.53309, 0.43272, -1.15715], [1.71703, -0.93940, -2.89487], [-0.12000, -5.20370, 0.42366], [1.31548, -4.38772, 2.20103], [1.02823, 0.59143, 4.18258], [1.04978, 2.34841, 3.81513], [2.55195, 1.51721, 4.33183], [2.29110, 3.42377, 1.68038], [3.48302, 2.53693, 0.66492], [3.74763, 2.69722, 2.43785], [3.06013, -1.12999, 2.56194], [3.93334, 0.22470, 3.33136], [4.21710, -0.16777, 1.60952], [-2.98667, 3.11344, -1.96443], [-3.13335, 1.40225, -1.43801], [-2.25813, 1.82185, -2.94569], [-1.85457, 4.56742, 0.01241], [-0.69466, 3.80260, 1.14015], [-2.37615, 3.19189, 1.03681], [-0.32225, 4.44261, -1.98581], [0.58233, 2.99121, -2.56244], [1.02076, 3.77645, -0.99635], [2.75036, -2.82232, -1.14616], [1.62930, -2.55760, 0.23067], [3.32797, -1.97324, 0.32552], [4.18863, -0.01071, -1.92494], [4.04119, 0.39425, -0.18144], [3.31466, 1.47488, -1.43499], [2.64655, -1.45487, -3.17429], [1.59209, 0.00218, -3.45173], [0.86404, -1.61275, -3.08993], [-1.95608, -1.84415, -3.10548], [-3.04301, -1.33750, -3.83163], [-3.20358, -1.75740, -5.16257], [-2.34693, -2.72239, -5.70664], [-1.35658, -3.31363, -4.91303], [-1.20324, -2.92778, -3.57958], [-1.35534, -1.20944, -2.01696], [-1.96663, -0.69590, -1.43456], [-3.73661, -0.61259, -3.38243], [-3.99317, -1.30249, -5.76590], [-2.45759, -3.02811, -6.75200], [-0.66260, -4.05709, -5.31423], [-0.45307, -3.39559, -2.93236], [-2.44688, 1.71584, 4.77050], [-2.00295, 0.82109, 3.70981], [-2.26880, -0.53562, 3.65579], [-1.77875, -0.98368, 2.46374], [-1.17227, 0.08275, 1.79660], [-1.32793, 1.15120, 2.59040], [-3.54453, 1.76914, 4.80202], [-2.10130, 1.35691, 5.74944], [-2.05313, 2.72184, 4.59863], [-2.78761, -1.04568, 4.44607], [-1.81256, -1.97660, 2.04088], [-0.99449, 2.17578, 2.41966]],
  "atomic_forces_ev_per_a": [[1.7, -1.0, 2.8], [0.6, 0.8, 0.0], [-1.1, 2.7, -0.6], [0.3, -1.3, -0.8], [0.3, -0.2, 0.4], [0.8, 0.3, 0.0], [-0.5, 0.1, -0.4], [0.2, -0.5, -0.4], [-0.5, -0.2, -0.1], [-0.3, -0.3, -0.1], [-0.2, -0.4, -0.2], [-0.2, 0.0, -0.2], [-0.2, -0.5, 0.8], [0.4, -0.7, -0.3], [-0.3, 0.0, 0.3], [-0.5, 0.6, 0.2], [-0.2, 0.1, 0.2], [-0.3, 0.2, 0.3], [-0.5, 0.1, 0.1], [0.1, 0.2, 0.1], [0.1, -0.2, 0.1], [-0.3, 0.1, -0.1], [0.3, -0.1, 0.0], [-0.1, 0.1, 0.4], [-0.1, 0.2, -0.3], [0.2, 0.2, 0.1], [0.0, -0.1, -0.3], [-0.2, 0.0, 0.3], [0.1, -0.4, 0.1], [0.2, 0.4, -0.1], [0.2, 0.0, 0.6], [0.2, -0.7, -0.1], [-0.4, 0.0, -0.4], [0.2, 0.2, -0.2], [0.1, -0.4, 0.1], [0.1, 0.4, 0.1], [-0.4, -0.2, -0.3], [-0.1, 0.3, 0.2], [0.3, 0.0, -0.2], [-0.4, 0.0, -0.3], [-0.4, 0.0, 0.2], [-0.3, 0.1, -0.6], [0.3, -0.3, 0.1], [-0.2, 0.3, -0.2], [0.1, -0.4, 0.0], [0.4, 0.4, 0.2], [0.0, -0.8, -1.5], [0.5, 0.2, 0.2], [0.1, -0.3, 0.4], [0.1, 0.1, 0.0], [-0.2, -0.1, 0.2], [0.0, 0.6, -0.2], [-0.3, 1.4, 2.5], [-0.4, -1.0, -1.2], [0.4, -0.1, -0.3], [0.2, -0.3, 0.2], [0.0, 0.2, 0.4], [-0.5, 0.1, 0.0], [-0.2, 0.3, -0.3], [-0.2, 0.4, 0.6], [0.4, -0.6, -0.8], [0.2, 0.4, -0.7], [0.2, 0.1, -0.1], [0.2, 0.2, -1.1], [-0.5, 0.1, 0.6], [0.4, -0.1, -0.2], [0.0, 0.1, -0.4], [0.0, -0.2, 0.0], [-0.1, -0.1, 0.0], [0.0, 0.1, 0.1], [-0.1, -0.7, 0.0]],
  "lowdin_charge": [0.610, 0.793, 0.762, 0.768, 0.049, -0.064, -0.090, 0.037, -0.260, -0.256, -0.253, -0.206, -0.214, -0.205, -0.196, -0.203, -0.211, 0.065, 0.064, 0.054, 0.049, 0.066, 0.044, 0.028, 0.069, 0.051, 0.067, 0.035, 0.085, 0.064, 0.082, 0.095, 0.060, 0.062, 0.091, 0.062, 0.068, 0.083, 0.027, 0.054, 0.091, 0.025, 0.059, 0.079, 0.074, 0.032, -0.304, -0.024, -0.048, -0.053, -0.047, -0.047, -0.099, 0.066, 0.114, 0.124, 0.124, 0.124, 0.118, 0.026, -0.091, 0.010, -0.075, -0.038, -0.215, 0.118, 0.117, 0.104, 0.149, 0.098, 0.103]
}

No. 4
{
  "formula": "C25H27N5O3S",
  "method": "ωB97M-V with the def2-TZVPD basis set",
  "e_above_lowest_kcal_mol": 509.1,
  "total_charge": 0,
  "e_tot_ev": -50772.249,
  "gap_ev": 6.65,
  "species": ["C", "C", "H", "H", "C", "N", "C", "O", "C", "H", "H", "S", "C", "N", "C", "C", "C", "C", "C", "C", "C", "N", "C", "C", "O", "N", "H", "C", "H", "C", "O", "N", "H", "C", "C", "C", "C", "C", "C", "C", "H", "H", "H", "H", "H", "H", "H", "H", "H", "H", "H", "H", "H", "C", "H", "H", "H", "H", "H", "H", "H"],
  "xyz": [[1.01919, 1.48350, -5.59077], [0.32685, 2.23115, -4.41315], [-0.68750, 2.14927, -4.52311], [0.64331, 3.28427, -4.61180], [0.47265, 1.74862, -3.15975], [0.01103, 0.61092, -2.90674], [0.49827, -0.50708, -3.10912], [1.59589, -1.15551, -3.46062], [-0.54141, -1.92499, -2.93793], [-0.10732, -2.66543, -2.28833], [-0.66551, -2.26957, -3.88657], [-1.97226, -1.47311, -2.07937], [-1.69838, -1.68602, -0.33924], [-0.37778, -2.43970, -0.04288], [-0.16580, -2.72915, 1.18050], [1.00983, -3.37662, 1.44860], [1.26633, -3.61817, 2.81925], [0.77778, -2.97875, 3.82866], [-0.22898, -2.35317, 3.69894], [-0.62208, -1.91942, 2.32626], [-1.89519, -1.22488, 1.94502], [-2.42738, -0.37494, 2.73168], [-3.49268, 0.14507, 2.00374], [-3.23051, -0.17706, 0.55588], [-3.94139, -0.37203, -0.52399], [-2.23227, -1.13985, 0.74483], [-4.77025, -0.07504, 2.33923], [-3.42226, 1.57206, 2.08319], [-4.23960, 2.23533, 1.32460], [-2.15463, 2.21678, 1.67600], [-1.84293, 2.49090, 0.51509], [-1.29971, 1.93288, 2.52280], [-1.40916, 1.44654, 3.43821], [0.05237, 2.42080, 2.34813], [0.97114, 1.23310, 1.95241], [1.19206, 0.64438, 0.72431], [1.74103, -0.47112, 0.26202], [2.80059, -0.71712, 1.29643], [2.69583, -0.50134, 2.52088], [2.00751, 0.59612, 2.83384], [1.83979, 1.04941, 4.06307], [3.48637, -0.78082, 3.20175], [3.29859, -1.65871, 0.82769], [1.72641, -0.55717, -0.77463], [0.39577, 1.14839, -0.16889], [0.46568, 2.80573, 3.43954], [0.08824, 3.18013, 1.66467], [-3.87557, 2.09566, 3.20917], [-0.74909, -1.85378, 4.42469], [1.22914, -3.21972, 4.73706], [2.21443, -4.49045, 2.96859], [1.43923, -4.07629, 0.64837], [-0.95799, 0.43150, -2.49490], [2.16835, 1.86000, -2.77461], [2.61472, 2.81707, -2.97912], [2.56916, 1.66976, -1.70987], [2.59905, 0.95532, -3.49376], [0.28764, 2.55970, -2.49548], [0.70123, 1.71250, -6.59850], [2.17538, 1.73497, -5.43747], [0.62680, 0.32515, -5.50450]],
  "atomic_forces_ev_per_a": [[0.7, -2.4, 1.6], [1.1, 2.9, -8.0], [-3.1, 0.4, -1.3], [-0.5, -0.5, 1.0], [10.1, 8.5, 5.1], [-6.8, -5.3, 3.6], [4.7, -13.2, -2.0], [-3.0, 4.7, 1.0], [2.1, 3.6, 3.7], [1.1, 0.0, -0.1], [-1.0, -0.9, -2.6], [-3.4, 0.9, 1.1], [8.8, -4.5, -0.5], [-7.3, 2.7, -6.5], [1.5, 3.8, 5.0], [1.0, -4.6, 1.8], [7.3, -5.7, -7.3], [8.3, -5.8, 5.3], [-11.3, 9.7, -5.7], [-2.7, -3.4, -0.7], [7.1, -1.1, 8.7], [-1.9, -1.6, 1.8], [-4.5, 1.6, 0.1], [-5.6, -4.7, -4.4], [3.0, 2.7, 4.9], [-2.4, 1.0, -8.7], [3.9, -0.2, -1.1], [-6.6, 8.8, 1.1], [1.9, -2.6, 1.9], [-3.0, -2.3, -3.7], [-0.8, 1.3, -0.6], [6.7, 0.5, 6.5], [-0.7, 0.7, -1.5], [2.6, -2.8, 4.0], [4.8, -1.6, 2.5], [-8.3, 4.5, -4.7], [4.4, 2.0, 4.6], [-1.0, -8.5, -12.9], [2.6, 2.0, 6.7], [-7.2, 6.0, 4.9], [1.1, -1.6, -3.6], [-0.1, -0.6, 0.3], [0.5, 1.6, 1.6], [0.5, -1.3, -1.4], [2.0, -1.0, 2.4], [-1.0, -0.8, -2.8], [0.0, 1.9, -1.7], [1.8, -1.9, -3.1], [-1.2, 1.0, 2.1], [0.3, -0.2, 1.8], [-2.8, 2.9, -0.1], [-0.3, 1.4, 1.3], [0.9, 1.0, -0.4], [0.4, -4.0, -0.9], [-0.3, 0.5, -0.8], [-1.4, -0.2, -1.4], [-0.5, 2.6, 2.1], [-1.7, 0.2, 1.1], [-0.1, 0.8, 0.0], [-2.4, -1.4, -0.8], [1.9, 2.5, -0.2]],
  "lowdin_charge": [-0.068, -0.273, 0.098, 0.146, -0.481, 0.066, -0.405, -0.066, -0.342, 0.051, 0.043, 1.048, -0.294, 0.115, -0.358, -0.035, -0.085, -0.229, -0.039, 0.059, -0.298, 0.143, -0.330, -0.207, 0.003, 0.057, 0.258, -0.151, 0.201, -0.612, 0.037, 0.065, 0.176, -0.088, -0.151, -0.140, -0.047, -0.105, -0.205, -0.036, 0.174, 0.129, 0.146, 0.071, 0.165, 0.168, 0.082, 0.197, 0.102, 0.121, 0.187, 0.146, 0.139, 0.001, 0.044, 0.071, 0.107, 0.148, 0.047, 0.112, 0.122]
}

No. 5
{
  "formula": "C23H20N2O3S",
  "method": "ωB97M-V with the def2-TZVPD basis set",
  "e_above_lowest_kcal_mol": 26.9,
  "total_charge": 0,
  "e_tot_ev": -44132.965,
  "gap_ev": 9.15,
  "species": ["O", "C", "N", "C", "C", "C", "C", "C", "C", "H", "H", "H", "H", "H", "N", "C", "O", "C", "C", "C", "H", "H", "S", "O", "C", "C", "C", "C", "C", "C", "H", "H", "H", "H", "H", "H", "H", "H", "C", "C", "C", "C", "C", "C", "H", "H", "H", "H", "H"],
  "xyz": [[2.15803, 1.00269, -1.46825], [1.35374, 0.09918, -1.43942], [0.01918, 0.24030, -1.18850], [-0.57775, 1.36521, -0.58836], [-0.22722, 2.63592, -1.02983], [-0.79823, 3.74550, -0.43372], [-1.72629, 3.59572, 0.58300], [-2.06767, 2.32743, 1.02215], [-1.49033, 1.20955, 0.44979], [-1.74573, 0.22429, 0.80861], [-2.78288, 2.20364, 1.82138], [-2.17926, 4.46583, 1.03343], [-0.52456, 4.73181, -0.77661], [0.49306, 2.74572, -1.82334], [-0.64285, -0.99608, -1.24946], [0.23246, -2.00203, -1.57587], [-0.06825, -3.15153, -1.77422], [1.61674, -1.38334, -1.60135], [2.43363, -1.90528, -0.39935], [3.80043, -1.25104, -0.31538], [4.54461, -1.79749, -0.89232], [3.77255, -0.21678, -0.65086], [4.45223, -1.17997, 1.42816], [4.34302, -2.53264, 1.97689], [3.00351, -0.28236, 2.08475], [2.72415, 1.01390, 1.68733], [1.59721, 1.64367, 2.18791], [0.77397, 0.98694, 3.08950], [1.07697, -0.30041, 3.50195], [2.19663, -0.93809, 2.99654], [2.45930, -1.94591, 3.28606], [0.44453, -0.80989, 4.21346], [-0.10426, 1.48565, 3.47232], [1.35792, 2.64731, 1.87063], [3.36355, 1.52377, 0.98371], [2.52875, -2.98875, -0.48590], [1.86478, -1.69728, 0.51174], [2.14266, -1.61747, -2.52918], [-2.03670, -1.06176, -1.45804], [-2.73675, -2.16059, -0.97351], [-4.09882, -2.25121, -1.19480], [-4.76658, -1.24922, -1.87900], [-4.06427, -0.15656, -2.35858], [-2.69986, -0.06007, -2.15866], [-2.15518, 0.78506, -2.55151], [-4.57738, 0.62209, -2.90185], [-5.83113, -1.32065, -2.04268], [-4.64147, -3.10763, -0.82495], [-2.21015, -2.93715, -0.44381]],
  "atomic_forces_ev_per_a": [[0.1, 0.1, 0.0], [0.2, -0.3, -0.3], [0.0, 0.3, -0.4], [-0.1, 0.3, 0.4], [0.0, -0.1, -0.1], [0.0, 0.0, 0.0], [0.0, 0.1, 0.1], [0.0, 0.0, 0.0], [0.1, 0.0, -0.1], [0.0, -0.1, 0.0], [-0.1, 0.0, 0.1], [0.0, 0.1, 0.0], [0.0, 0.1, 0.0], [0.0, 0.0, -0.1], [-0.2, -0.2, 0.4], [0.4, 0.0, 0.0], [0.0, -0.1, -0.1], [0.1, -0.1, 0.1], [-0.1, -0.1, 0.0], [0.2, 0.1, 0.7], [0.1, 0.0, 0.0], [0.1, 0.0, 0.0], [-0.8, 1.0, -0.9], [0.1, -1.1, 0.5], [0.4, -0.1, -0.1], [0.0, 0.0, 0.0], [0.0, 0.1, 0.0], [-0.1, 0.0, 0.1], [-0.1, 0.1, 0.0], [0.2, -0.2, 0.0], [0.0, -0.1, 0.0], [-0.1, 0.0, 0.1], [-0.1, 0.0, 0.0], [0.0, 0.1, -0.1], [0.1, 0.1, -0.1], [-0.1, 0.1, 0.0], [0.0, -0.1, -0.1], [-0.1, 0.1, 0.0], [-0.4, 0.0, -0.3], [0.1, 0.1, 0.0], [0.0, 0.0, 0.0], [-0.1, 0.0, 0.0], [0.0, 0.0, 0.0], [0.1, -0.1, -0.1], [0.0, 0.1, 0.0], [0.0, 0.1, 0.0], [-0.1, 0.0, 0.0], [0.0, -0.1, 0.0], [0.0, -0.1, 0.1]],
  "lowdin_charge": [0.084, -0.370, 0.083, -0.213, -0.011, -0.073, -0.087, -0.076, -0.026, 0.122, 0.108, 0.102, 0.106, 0.115, 0.076, -0.379, 0.117, -0.092, -0.152, -0.295, 0.095, 0.067, 0.963, -0.522, -0.387, -0.085, -0.073, -0.086, -0.069, -0.086, 0.107, 0.105, 0.102, 0.108, 0.112, 0.133, 0.115, 0.174, -0.205, -0.008, -0.071, -0.087, -0.072, -0.014, 0.117, 0.106, 0.102, 0.106, 0.117]
}

No. 6
{
  "formula": "C5H6N2O",
  "method": "ωB97M-V with the def2-TZVPD basis set",
  "e_above_lowest_kcal_mol": 62.6,
  "total_charge": 0,
  "e_tot_ev": -10306.890,
  "gap_ev": 9.67,
  "species": ["C", "C", "C", "N", "N", "C", "C", "O", "H", "H", "H", "H", "H", "H"],
  "xyz": [[-0.82831, -1.64790, -0.24729], [0.21421, 0.44682, -0.61475], [-1.22953, 1.29062, 0.89028], [0.49520, 1.50884, -1.43365], [-0.63282, -0.43941, -0.98012], [1.17829, 0.26669, 0.50429], [1.90901, 0.05377, 1.43226], [-1.74068, 0.55883, 1.59334], [0.90948, 2.31456, -0.99577], [-0.13142, 1.61064, -2.21933], [-1.65189, -1.51500, 0.46500], [-1.12045, -2.42562, -0.95151], [0.05691, -1.97036, 0.31434], [2.57200, -0.05248, 2.24292]],
  "atomic_forces_ev_per_a": [[0.1, -0.2, 0.2], [1.4, -1.6, -0.8], [-1.4, 0.2, 1.6], [0.2, -0.1, 0.2], [0.2, 0.8, -0.1], [-0.5, 0.0, -0.4], [-0.4, 0.3, -0.6], [0.2, 0.6, -0.4], [-0.2, 0.1, -0.2], [0.1, 0.2, 0.2], [0.0, -0.1, 0.0], [0.0, -0.1, 0.1], [-0.1, 0.0, 0.0], [0.3, -0.2, 0.4]],
  "lowdin_charge": [-0.139, -0.599, 0.026, 0.118, 0.007, -0.086, 0.151, 0.073, 0.096, 0.105, 0.068, 0.075, 0.074, 0.030]
}